Here is a structure of composition C54H74AsBN6OPSTi at a distorted geometry from OMol25. Energies are from ωB97M-V/def2-TZVPD.

Calculated values
total charge = +2
⟨S²⟩ = 0.753
E_tot = -172934.1880 eV
max |F| = 0.032 hartree/bohr
multiplicity = 2
Kohn-Sham gap (spin up / spin down) = 6.442 / 6.734 eV

Geometry (Å):
Ti: 0.99 -1.37 -0.09
C: 3.33 2.64 -2.58
C: 2.52 1.40 -2.53
C: 2.02 0.69 -3.61
C: 1.38 -0.43 -3.08
N: 1.49 -0.39 -1.74
N: 2.18 0.73 -1.41
B: 2.87 0.82 -0.03
N: 1.92 0.82 1.19
N: 1.31 -0.34 1.54
C: 1.00 -0.28 2.84
C: 1.41 0.96 3.34
C: 2.00 1.63 2.28
C: 2.63 2.97 2.30
C: 0.45 -1.46 3.60
C: -0.19 -2.45 2.62
C: -0.57 -1.05 4.66
C: 1.66 -2.14 4.27
N: 3.67 -0.50 0.07
N: 3.08 -1.73 0.11
C: 4.07 -2.64 0.19
C: 5.30 -1.97 0.17
C: 5.01 -0.63 0.10
C: 5.97 0.50 0.06
C: 3.93 -4.14 0.28
C: 3.99 -4.72 -1.14
C: 5.09 -4.72 1.09
C: 2.61 -4.50 0.97
C: 0.76 -1.60 -3.82
C: 0.92 -1.45 -5.33
C: 1.50 -2.86 -3.35
C: -0.74 -1.70 -3.49
H: 3.13 3.17 -3.50
H: 4.40 2.39 -2.57
H: 3.13 3.29 -1.74
H: 2.10 0.97 -4.64
H: 3.58 1.75 0.02
H: 1.30 1.32 4.34
H: 2.21 3.57 3.11
H: 2.47 3.50 1.36
H: 3.70 2.88 2.46
H: -1.07 -2.02 2.14
H: -0.50 -3.35 3.15
H: 0.54 -2.74 1.85
H: -1.45 -0.60 4.21
H: -0.14 -0.33 5.36
H: -0.89 -1.92 5.23
H: 2.45 -2.33 3.54
H: 1.37 -3.09 4.72
H: 2.07 -1.51 5.05
H: 6.27 -2.41 0.21
H: 6.98 0.11 0.08
H: 5.84 1.17 0.90
H: 5.84 1.09 -0.85
H: 4.91 -4.41 -1.63
H: 3.15 -4.35 -1.74
H: 3.97 -5.80 -1.11
H: 6.02 -4.69 0.53
H: 4.89 -5.76 1.33
H: 5.23 -4.18 2.02
H: 1.76 -4.12 0.40
H: 2.60 -4.06 1.97
H: 2.53 -5.58 1.09
H: 1.97 -1.42 -5.61
H: 0.44 -0.55 -5.70
H: 0.46 -2.30 -5.83
H: 2.57 -2.76 -3.54
H: 1.14 -3.74 -3.88
H: 1.36 -2.99 -2.27
H: -1.29 -0.92 -4.00
H: -0.91 -1.60 -2.41
H: -1.13 -2.65 -3.84
C: 0.55 -6.16 -1.72
C: -0.48 -5.64 -0.73
S: -1.03 -3.95 -1.17
O: -0.09 -2.97 -0.43
C: -2.51 -3.93 -0.08
C: -3.70 -4.66 -0.68
H: 0.80 -7.19 -1.50
H: 1.46 -5.57 -1.67
H: 0.16 -6.12 -2.73
H: -0.11 -5.65 0.29
H: -1.38 -6.25 -0.80
H: -2.75 -2.87 0.00
H: -2.23 -4.32 0.89
H: -3.87 -4.36 -1.71
H: -4.59 -4.41 -0.11
H: -3.59 -5.74 -0.64
C: -1.60 1.22 1.52
C: -2.87 2.08 1.46
As: -2.80 3.65 0.24
C: -4.55 4.45 0.62
C: -5.65 3.76 1.12
C: -6.88 4.39 1.25
C: -7.02 5.71 0.88
C: -5.94 6.41 0.37
C: -4.72 5.78 0.24
C: -1.76 4.88 1.38
C: -1.25 6.01 0.76
C: -0.57 6.98 1.47
C: -0.37 6.82 2.83
C: -0.85 5.69 3.47
C: -1.55 4.73 2.75
P: -1.11 0.36 -0.07
C: -2.84 0.00 -0.61
C: -3.53 -0.84 0.28
C: -4.87 -1.13 0.08
C: -5.54 -0.59 -1.00
C: -4.87 0.25 -1.87
C: -3.53 0.55 -1.67
C: -0.56 1.79 -1.09
C: 0.10 2.87 -0.49
C: 0.50 3.96 -1.24
C: 0.27 3.98 -2.61
C: -0.31 2.89 -3.22
C: -0.71 1.80 -2.47
H: -1.74 0.43 2.26
H: -0.76 1.82 1.86
H: -3.09 2.41 2.47
H: -3.72 1.47 1.14
H: -5.56 2.72 1.41
H: -7.72 3.84 1.64
H: -7.98 6.20 0.97
H: -6.05 7.44 0.08
H: -3.87 6.33 -0.16
H: -1.41 6.13 -0.31
H: -0.20 7.86 0.97
H: 0.16 7.57 3.40
H: -0.71 5.56 4.53
H: -1.93 3.86 3.28
H: -3.03 -1.20 1.17
H: -5.39 -1.76 0.79
H: -6.59 -0.81 -1.15
H: -5.40 0.69 -2.70
H: -3.06 1.25 -2.34
H: 0.28 2.89 0.57
H: 0.97 4.80 -0.76
H: 0.56 4.84 -3.19
H: -0.47 2.88 -4.29
H: -1.14 0.95 -2.98

Results of the Mulliken charge analysis, in e, for atoms 1 through 5: number 1, Ti, carries 0.14; number 2, C, carries -1.95; number 3, C, carries 0.71; number 4, C, carries -1.46; number 5, C, carries -0.75